(1)
Here is a molecular structure, C55H51AsCeNOPSSi in a non-equilibrium geometry from the OMol25 dataset. Energies are from wB97M-V/def2-TZVPD.

```
113
Properties=species:S:1:pos:R:3:lowdin_charge:R:1
Ce 0.920 0.407 1.649 1.33
S 3.877 -3.317 2.263 1.18
C 4.302 -2.680 0.669 -0.42
C 5.194 -3.088 -0.255 -0.10
C 5.171 -2.674 -1.570 -0.03
C 4.148 -1.770 -1.982 -0.02
C 3.302 -1.166 -1.027 0.00
C 3.317 -1.691 0.269 -0.26
N 2.342 -1.496 1.241 -0.07
C 2.411 -2.323 2.293 -0.47
C 1.549 -2.213 3.412 -0.23
C 1.558 -3.137 4.481 -0.01
C 0.690 -2.940 5.526 -0.05
C -0.288 -1.924 5.567 0.00
C -0.145 -0.905 4.584 -0.10
C 0.718 -1.021 3.528 -0.21
H 5.903 -3.877 0.077 0.14
H 5.799 -3.083 -2.334 0.11
H 4.021 -1.414 -2.995 0.11
H 2.568 -0.429 -1.367 0.10
H 2.138 -4.034 4.492 0.11
H 0.788 -3.622 6.396 0.14
H -0.903 -1.894 6.477 0.13
H -0.722 0.005 4.730 0.10
C 3.368 4.970 -0.812 -0.09
C 2.241 4.483 0.039 -0.62
C 1.284 3.868 -0.910 -0.11
C 1.501 5.653 0.760 -0.07
Si 2.702 3.192 1.355 0.54
O 2.477 1.679 0.791 -0.42
C 4.418 3.636 2.038 -0.23
C 5.005 2.493 2.623 -0.10
C 6.090 2.678 3.484 -0.09
C 6.602 3.934 3.775 -0.05
C 5.994 5.069 3.184 -0.06
C 4.995 4.885 2.249 -0.09
C 1.441 3.266 2.834 -0.20
C -0.021 3.087 2.753 -0.17
C -0.826 2.916 3.881 -0.08
C -0.314 3.200 5.172 -0.04
C 1.041 3.517 5.253 -0.04
C 1.903 3.579 4.140 -0.04
H 2.923 5.657 -1.550 0.11
H 3.813 4.173 -1.322 0.07
H 4.120 5.612 -0.318 0.08
H 0.503 4.558 -1.300 0.11
H 0.832 2.952 -0.531 0.04
H 1.786 3.517 -1.801 0.09
H 1.385 6.504 0.041 0.10
H 2.072 6.107 1.633 0.09
H 0.493 5.348 1.181 0.08
H 4.623 1.478 2.499 0.09
H 6.676 1.812 3.724 0.10
H 7.537 3.944 4.354 0.12
H 6.441 6.059 3.342 0.12
H 4.546 5.725 1.644 0.11
H -0.525 3.237 1.803 0.11
H -1.867 2.595 3.718 0.12
H -0.903 3.219 6.079 0.12
H 1.369 3.737 6.289 0.13
H 2.944 3.820 4.282 0.10
C -1.458 -2.056 -0.610 -0.38
C -2.294 -2.264 -1.863 -0.43
As -3.236 -4.069 -1.925 1.33
C -2.198 -4.770 -3.494 -0.41
C -0.816 -4.815 -3.544 -0.13
C -0.131 -5.332 -4.655 -0.09
C -0.847 -6.038 -5.575 -0.10
C -2.232 -6.133 -5.482 -0.06
C -2.924 -5.445 -4.471 -0.11
C -4.799 -3.412 -2.910 -0.46
C -4.726 -2.768 -4.112 -0.14
C -5.895 -2.482 -4.833 -0.09
C -7.091 -2.937 -4.378 -0.10
C -7.167 -3.697 -3.212 -0.09
C -6.058 -3.842 -2.406 -0.12
P -1.367 -0.243 -0.183 0.98
C -2.955 -0.024 0.607 -0.37
C -4.085 0.362 -0.091 -0.09
C -5.302 0.467 0.561 -0.06
C -5.372 0.326 1.917 -0.03
C -4.180 0.037 2.676 -0.06
C -3.028 -0.239 2.032 -0.11
C -1.287 0.603 -1.796 -0.37
C -2.007 1.741 -2.089 -0.12
C -1.803 2.424 -3.286 -0.03
C -0.831 1.889 -4.224 -0.02
C 0.035 0.825 -3.851 -0.05
C -0.284 0.090 -2.700 -0.09
H -0.518 -2.588 -0.642 0.07
H -2.018 -2.537 0.198 0.07
H -1.719 -2.121 -2.763 0.05
H -3.186 -1.623 -1.868 0.05
H -0.256 -4.328 -2.754 0.08
H 0.929 -5.275 -4.657 0.09
H -0.386 -6.441 -6.494 0.12
H -2.818 -6.668 -6.277 0.13
H -3.991 -5.349 -4.500 0.09
H -3.700 -2.533 -4.413 0.11
H -5.836 -1.886 -5.809 0.14
H -8.049 -2.822 -4.983 0.14
H -8.098 -4.090 -2.844 0.10
H -6.065 -4.335 -1.423 0.09
H -3.978 0.407 -1.173 0.10
H -6.145 0.506 -0.090 0.12
H -6.328 0.400 2.444 0.12
H -4.244 0.036 3.785 0.13
H -2.107 -0.476 2.580 0.08
H -2.719 2.179 -1.388 0.11
H -2.334 3.344 -3.481 0.11
H -0.645 2.326 -5.214 0.11
H 0.827 0.495 -4.474 0.10
H 0.391 -0.694 -2.364 0.09
```

Properties
Energy above the lowest of the compared OMol25 structures with the same formula, charge and spin in eV: 0.000
Total charge: +2
E_LUMO (spin up / spin down) in eV: -7.485 / -7.483
Orbital gap (spin up / spin down) in eV: 4.748 / 4.750
HOMO energy (spin up / spin down) in eV: -12.23 / -12.23


(2)
Here is a molecular structure, C55H52AsCaN4OP2S2 from the OMol25 dataset. Energies are from wB97M-V/def2-TZVPD.

```
118
Properties=species:S:1:pos:R:3:lowdin_charge:R:1
Ca 0.810 0.524 1.409 0.99
O -0.015 0.933 -2.933 -0.48
S -0.181 1.037 -1.456 0.84
C 0.675 2.555 -0.940 -0.37
C 0.031 3.756 -0.666 -0.06
C 0.777 4.888 -0.385 -0.04
C 2.162 4.827 -0.382 -0.05
C 2.802 3.623 -0.628 -0.08
C 2.078 2.462 -0.893 -0.37
P 2.930 0.861 -1.266 1.07
C 4.290 1.443 -2.333 -0.38
C 5.614 1.561 -1.931 -0.09
C 6.577 1.999 -2.831 -0.07
C 6.220 2.328 -4.129 -0.08
C 4.896 2.212 -4.535 -0.07
C 3.936 1.763 -3.645 -0.10
C 3.764 0.453 0.317 -0.42
C 4.382 -0.802 0.374 -0.14
C 5.025 -1.223 1.523 -0.07
C 5.034 -0.417 2.658 -0.07
C 4.410 0.817 2.629 -0.06
C 3.793 1.252 1.460 -0.13
C -1.888 1.428 -1.119 -0.41
C -2.517 2.371 -1.924 -0.08
C -3.834 2.713 -1.671 -0.04
C -4.510 2.103 -0.622 -0.04
C -3.896 1.117 0.134 -0.07
C -2.579 0.739 -0.113 -0.37
P -1.802 -0.717 0.730 1.01
C -2.858 -0.979 2.195 -0.38
C -4.084 -1.644 2.164 -0.10
C -4.835 -1.779 3.320 -0.07
C -4.374 -1.246 4.518 -0.07
C -3.159 -0.579 4.559 -0.07
C -2.401 -0.452 3.403 -0.11
C -2.327 -2.059 -0.397 -0.39
C -2.870 -1.837 -1.656 -0.07
C -3.292 -2.909 -2.438 -0.08
C -3.189 -4.204 -1.961 -0.09
C -2.631 -4.435 -0.707 -0.09
C -2.192 -3.372 0.060 -0.14
H -1.046 3.815 -0.635 0.10
H 0.269 5.817 -0.162 0.12
H 2.744 5.715 -0.177 0.12
H 3.885 3.579 -0.628 0.12
H 5.903 1.312 -0.916 0.10
H 7.607 2.087 -2.512 0.11
H 6.972 2.673 -4.826 0.11
H 4.614 2.466 -5.548 0.11
H 2.903 1.665 -3.963 0.11
H 4.354 -1.453 -0.494 0.09
H 5.506 -2.191 1.545 0.11
H 5.518 -0.759 3.563 0.11
H 4.392 1.455 3.504 0.11
H 3.350 2.242 1.453 0.07
H -1.966 2.827 -2.737 0.13
H -4.329 3.455 -2.281 0.12
H -5.532 2.382 -0.405 0.11
H -4.454 0.625 0.920 0.10
H -4.449 -2.064 1.235 0.11
H -5.785 -2.296 3.287 0.11
H -4.966 -1.348 5.417 0.11
H -2.802 -0.151 5.486 0.11
H -1.464 0.095 3.444 0.07
H -2.979 -0.833 -2.043 0.10
H -3.715 -2.720 -3.415 0.11
H -3.536 -5.034 -2.562 0.11
H -2.537 -5.445 -0.332 0.11
H -1.743 -3.562 1.028 0.10
C 0.364 -4.231 -2.722 -0.25
As 1.730 -3.081 -2.012 0.68
C 1.993 -1.790 -3.412 -0.26
C 3.341 -4.149 -1.994 -0.25
S 1.218 -2.405 -0.095 0.10
H 0.680 -4.621 -3.687 0.04
H -0.552 -3.649 -2.830 0.02
H 0.192 -5.045 -2.019 0.04
H 2.958 -1.302 -3.290 0.01
H 1.205 -1.040 -3.380 0.01
H 1.972 -2.340 -4.353 0.05
H 4.030 -3.795 -2.760 0.04
H 3.087 -5.190 -2.189 0.04
H 3.797 -4.066 -1.009 0.02
N 0.201 -3.778 4.125 0.20
C 1.533 -3.926 4.218 -0.48
N 2.023 -5.103 4.627 0.18
N 2.403 -2.972 3.930 0.14
C 1.909 -1.856 3.493 -0.35
N 1.484 -0.848 3.108 0.06
H -0.432 -4.539 4.296 0.12
H -0.182 -2.913 3.779 0.10
H 1.433 -5.832 4.984 0.12
H 3.015 -5.163 4.780 0.12
C -3.196 6.246 4.294 -0.10
C -1.810 6.247 4.228 -0.08
C -1.133 5.198 3.624 -0.03
C -1.832 4.124 3.073 -0.21
C -3.226 4.146 3.134 -0.05
C -3.905 5.188 3.743 -0.09
C -1.178 2.978 2.397 -0.15
C 0.028 2.422 2.576 -0.24
C 0.954 2.913 3.619 -0.31
C 0.794 2.531 4.956 -0.05
C 1.709 2.905 5.927 -0.08
C 2.821 3.669 5.594 -0.10
C 2.998 4.055 4.274 -0.10
C 2.083 3.675 3.302 -0.09
H -3.719 7.065 4.768 0.10
H -1.250 7.072 4.649 0.10
H -0.053 5.213 3.583 0.10
H -3.781 3.321 2.698 0.10
H -4.986 5.178 3.788 0.10
H -1.843 2.538 1.650 0.06
H -0.073 1.941 5.229 0.11
H 1.550 2.603 6.955 0.10
H 3.532 3.962 6.353 0.10
H 3.851 4.663 3.997 0.10
H 2.221 4.003 2.277 0.09
```

Properties
Total charge: +1
E_LUMO in eV: -2.078
Orbital gap in eV: 6.985
HOMO energy in eV: -9.06


(3)
Here is a molecular structure, C55H52NO3P2RuSSi in a non-equilibrium geometry from the OMol25 dataset. Energies are from wB97M-V/def2-TZVPD.

```
116
Properties=species:S:1:pos:R:3:lowdin_charge:R:1
Ru 0.125 -0.199 -0.253 0.88
C 3.263 -1.353 0.828 -0.19
Si 2.484 0.126 -0.080 0.59
C 2.375 1.718 0.954 -0.29
C 3.196 2.828 0.765 -0.07
C 3.169 3.883 1.666 -0.06
C 2.348 3.820 2.786 -0.05
C 1.509 2.732 2.978 -0.07
C 1.480 1.703 2.041 -0.39
P 0.424 0.209 2.175 1.04
C 0.988 -0.431 3.799 -0.33
C 0.082 -0.719 4.818 -0.10
C 0.545 -1.023 6.091 -0.07
C 1.906 -1.090 6.343 -0.06
C 2.812 -0.856 5.317 -0.05
C 2.358 -0.517 4.054 -0.09
C -1.329 0.555 2.587 -0.40
C -1.796 1.531 3.467 -0.11
C -3.154 1.654 3.716 -0.06
C -4.064 0.807 3.095 -0.06
C -3.607 -0.195 2.253 -0.06
C -2.247 -0.323 2.010 -0.13
C 3.322 0.368 -1.746 -0.30
C 4.701 0.440 -1.937 -0.08
C 5.228 0.542 -3.215 -0.05
C 4.381 0.591 -4.316 -0.04
C 3.008 0.536 -4.143 -0.06
C 2.480 0.413 -2.861 -0.38
P 0.687 0.374 -2.529 1.03
C 0.189 2.065 -2.996 -0.36
C -1.145 2.300 -3.329 -0.11
C -1.540 3.543 -3.794 -0.07
C -0.607 4.565 -3.925 -0.07
C 0.713 4.347 -3.559 -0.07
C 1.111 3.104 -3.082 -0.08
C -0.018 -0.643 -3.861 -0.34
C -0.216 -0.131 -5.144 -0.09
C -0.631 -0.975 -6.162 -0.05
C -0.853 -2.322 -5.909 -0.05
C -0.682 -2.827 -4.629 -0.06
C -0.263 -1.991 -3.606 -0.09
H 4.148 -1.031 1.383 0.04
H 3.575 -2.114 0.111 0.04
H 2.562 -1.804 1.531 0.00
H 3.875 2.860 -0.080 0.11
H 3.814 4.739 1.517 0.12
H 2.369 4.619 3.516 0.12
H 0.898 2.686 3.870 0.10
H -0.981 -0.693 4.625 0.10
H -0.167 -1.191 6.889 0.12
H 2.260 -1.320 7.339 0.12
H 3.876 -0.918 5.507 0.11
H 3.068 -0.291 3.268 0.09
H -1.106 2.195 3.965 0.10
H -3.501 2.414 4.405 0.12
H -5.125 0.922 3.275 0.11
H -4.307 -0.874 1.782 0.11
H -1.888 -1.135 1.389 0.05
H 5.371 0.406 -1.085 0.11
H 6.300 0.572 -3.359 0.12
H 4.793 0.672 -5.313 0.12
H 2.356 0.588 -5.004 0.11
H -1.868 1.495 -3.251 0.11
H -2.573 3.709 -4.076 0.12
H -0.910 5.528 -4.317 0.12
H 1.440 5.144 -3.646 0.12
H 2.144 2.939 -2.801 0.11
H -0.054 0.919 -5.345 0.11
H -0.783 -0.571 -7.154 0.12
H -1.159 -2.976 -6.715 0.11
H -0.875 -3.873 -4.429 0.11
H -0.118 -2.377 -2.603 0.08
C 2.949 -5.481 1.619 -0.02
O 1.676 -5.136 1.072 -0.05
C 0.740 -4.646 1.880 -0.19
C 0.919 -4.314 3.209 0.02
C -0.153 -3.828 3.945 -0.02
C -1.419 -3.651 3.359 -0.03
C -1.620 -3.966 2.043 0.02
C -0.552 -4.474 1.270 -0.13
N -0.696 -4.874 0.005 0.14
C -1.856 -4.793 -0.782 -0.02
C -2.597 -3.636 -1.049 -0.17
C -3.894 -3.755 -1.613 -0.03
C -4.636 -2.660 -1.967 -0.07
C -4.113 -1.370 -1.796 -0.06
C -2.858 -1.206 -1.250 -0.05
C -2.059 -2.301 -0.868 -0.39
O -0.840 -2.142 -0.413 -0.26
H 3.481 -5.993 0.824 0.11
H 2.842 -6.149 2.475 0.11
H 3.507 -4.592 1.918 0.10
H 1.877 -4.445 3.690 0.12
H -0.004 -3.594 4.990 0.12
H -2.244 -3.292 3.959 0.12
H -2.599 -3.878 1.592 0.13
H 0.082 -5.421 -0.350 0.17
H -2.151 -5.721 -1.255 0.13
H -4.305 -4.749 -1.743 0.12
H -5.629 -2.789 -2.376 0.11
H -4.694 -0.512 -2.108 0.11
H -2.426 -0.214 -1.120 0.08
O -0.888 1.964 -0.322 -0.65
S -1.339 3.186 0.450 0.99
C -2.980 3.637 -0.238 -0.27
C -2.911 5.090 -0.722 -0.21
C -1.619 5.707 -0.176 -0.22
C -0.555 4.631 -0.316 -0.29
H -3.710 3.479 0.553 0.09
H -3.160 2.922 -1.040 0.09
H -3.778 5.661 -0.396 0.12
H -2.887 5.109 -1.812 0.10
H -1.739 5.983 0.875 0.12
H -1.345 6.607 -0.726 0.12
H 0.378 4.848 0.202 0.09
H -0.363 4.365 -1.353 0.06
```

Properties
Expectation value of S²: 8.8200
Total charge: +2
E_LUMO (spin up / spin down) in eV: -4.556 / -7.442
Orbital gap (spin up / spin down) in eV: 6.519 / 5.137
Multiplicity: 6
HOMO energy (spin up / spin down) in eV: -11.07 / -12.58


(4)
Here is a molecular structure, C55H53ClN6P2STi in a non-equilibrium geometry from the OMol25 dataset. Energies are from wB97M-V/def2-TZVPD.

```
119
Properties=species:S:1:pos:R:3:lowdin_charge:R:1
Ti -0.396 1.081 -0.924 0.65
C 2.182 3.099 5.430 -0.06
C 1.925 2.860 3.970 -0.29
C 2.947 2.939 3.023 -0.05
C 2.735 2.601 1.709 -0.01
C 1.482 2.162 1.218 -0.26
N 1.346 1.599 -0.016 -0.10
C 2.246 2.012 -1.028 -0.26
C 3.425 1.323 -1.301 -0.02
C 4.355 1.816 -2.202 -0.03
C 4.138 3.012 -2.874 -0.27
C 5.128 3.551 -3.865 -0.04
C 2.935 3.676 -2.660 0.02
C 2.006 3.177 -1.761 -0.11
N 0.768 3.877 -1.595 -0.04
C 0.534 5.187 -1.798 -0.05
C -0.813 5.410 -1.632 -0.04
C -1.333 4.148 -1.324 -0.13
N -0.383 3.224 -1.300 -0.01
C 0.413 2.284 2.145 -0.12
C 0.667 2.545 3.495 -0.02
N -1.012 2.286 1.823 -0.04
C -1.942 2.976 2.515 -0.06
C -3.185 2.662 2.008 -0.04
C -2.912 1.774 0.966 -0.15
N -1.607 1.563 0.850 -0.05
H 2.714 4.037 5.597 0.08
H 2.784 2.303 5.872 0.08
H 1.247 3.148 5.989 0.07
H 3.942 3.238 3.337 0.11
H 3.565 2.615 1.014 0.11
H 3.609 0.402 -0.763 0.10
H 5.272 1.267 -2.382 0.11
H 6.114 3.112 -3.716 0.08
H 5.222 4.633 -3.776 0.08
H 4.812 3.339 -4.886 0.05
H 2.713 4.558 -3.244 0.12
H 1.345 5.855 -2.023 0.13
H -1.334 6.347 -1.707 0.10
H -2.348 3.858 -1.095 0.11
H -0.154 2.484 4.196 0.10
H -1.653 3.651 3.298 0.12
H -4.136 3.035 2.338 0.10
H -3.579 1.278 0.276 0.11
C -4.316 -5.917 1.367 -0.43
S -3.018 -6.181 2.578 0.81
C -1.947 -4.772 2.247 -0.53
C -1.303 -4.734 0.866 -0.25
C -0.202 -3.688 0.782 -0.23
N -0.616 -2.266 0.699 -0.42
P 0.083 -1.054 1.721 1.03
C -0.980 -0.995 3.199 -0.34
C -0.454 -0.566 4.418 -0.11
C -1.284 -0.312 5.498 -0.08
C -2.658 -0.472 5.375 -0.09
C -3.194 -0.873 4.161 -0.08
C -2.360 -1.123 3.081 -0.11
C 1.637 -1.720 2.374 -0.36
C 2.787 -1.187 1.800 -0.09
C 4.044 -1.588 2.236 -0.07
C 4.156 -2.517 3.257 -0.08
C 3.014 -3.042 3.853 -0.07
C 1.764 -2.641 3.416 -0.11
P -1.092 -1.529 -0.779 0.96
C -0.528 -2.685 -2.062 -0.36
C -1.345 -3.507 -2.821 -0.07
C -0.797 -4.293 -3.830 -0.07
C 0.564 -4.261 -4.078 -0.08
C 1.392 -3.437 -3.322 -0.07
C 0.843 -2.648 -2.328 -0.12
C -2.916 -1.622 -0.914 -0.35
C -3.480 -0.826 -1.911 -0.11
C -4.854 -0.775 -2.090 -0.07
C -5.689 -1.507 -1.257 -0.08
C -5.141 -2.294 -0.256 -0.07
C -3.763 -2.358 -0.092 -0.10
H -5.051 -6.709 1.506 0.03
H -3.954 -5.969 0.341 0.03
H -4.822 -4.964 1.519 0.02
H -1.154 -4.857 2.996 0.07
H -2.469 -3.839 2.474 0.05
H -2.039 -4.585 0.073 0.08
H -0.849 -5.709 0.666 0.12
H 0.452 -3.906 -0.065 0.10
H 0.422 -3.787 1.669 0.09
H 0.615 -0.419 4.525 0.10
H -0.857 0.012 6.438 0.10
H -3.306 -0.277 6.219 0.10
H -4.264 -0.984 4.045 0.10
H -2.796 -1.398 2.130 0.07
H 2.690 -0.438 1.022 0.07
H 4.930 -1.161 1.786 0.10
H 5.133 -2.827 3.603 0.10
H 3.101 -3.758 4.659 0.10
H 0.874 -3.030 3.899 0.11
H -2.413 -3.541 -2.639 0.11
H -1.442 -4.928 -4.422 0.10
H 0.985 -4.870 -4.867 0.10
H 2.455 -3.395 -3.516 0.11
H 1.483 -1.976 -1.762 0.11
H -2.842 -0.245 -2.569 0.08
H -5.270 -0.158 -2.875 0.11
H -6.762 -1.461 -1.384 0.10
H -5.787 -2.861 0.402 0.10
H -3.349 -2.963 0.699 0.06
Cl 2.820 4.296 -6.909 0.62
C 1.882 3.274 -5.840 -0.69
C 2.336 2.003 -5.530 -0.13
C 1.590 1.206 -4.679 -0.05
C 0.375 1.634 -4.126 -0.33
C -0.396 0.774 -3.213 -0.21
C -0.047 2.926 -4.472 -0.07
C 0.690 3.742 -5.313 -0.12
H 3.263 1.638 -5.949 0.10
H 1.951 0.213 -4.436 0.11
H -0.196 -0.279 -3.447 0.02
H -1.470 0.941 -3.402 0.03
H -0.984 3.298 -4.070 0.10
H 0.338 4.733 -5.568 0.10
```

Properties
Expectation value of S²: 2.0081
Total charge: 0
E_LUMO (spin up / spin down) in eV: 0.496 / 0.479
Orbital gap (spin up / spin down) in eV: 5.758 / 7.112
Multiplicity: 3
HOMO energy (spin up / spin down) in eV: -5.26 / -6.63


Look up the total charge of the second one. +1


The lowest total charge belongs to which entry? C55H53ClN6P2STi


Which value of total charge does entry 2 give? +1